Molecular formula: C22H32BKO13S3Sn
Method: DFT, ωB97M-V with the def2-TZVPD basis set

Values from the calculation:
molecular weight: 769.31 Da
E_HOMO: -0.7 eV
total charge: -2
ΔE to the lowest compared entry with this formula, charge and spin: 1611.0 kJ/mol
max |F|: 0.2010 hartree/bohr
gap between HOMO and LUMO: 3.61 eV

Atoms and positions in Å:
Sn 23.51483 14.65556 -18.75321
K 24.14763 18.29440 -20.33192
B 24.76426 16.71835 -19.07472
H 24.93919 16.56392 -20.12819
H 25.39659 16.00131 -18.57448
H 24.85680 17.72246 -18.69072
H 23.71345 16.50747 -18.94991
C 19.33365 17.34670 -19.93403
C 20.15470 18.35708 -19.73400
C 21.59144 18.15454 -19.31964
O 22.46419 19.09586 -19.20062
C 21.96694 16.88333 -18.91570
C 21.12802 15.73065 -19.01027
C 19.71902 15.98724 -19.67084
O 18.93847 15.02605 -19.85111
O 21.44456 14.61592 -18.57347
O 19.81606 19.50816 -20.28525
H 18.30212 17.51655 -20.20513
H 22.91567 16.76836 -18.41261
C 20.56921 15.60453 -22.56547
C 21.46922 16.63050 -22.72014
C 22.83558 16.64001 -21.93742
O 23.70772 17.58534 -22.06649
C 23.22565 15.59494 -21.16460
C 22.26965 14.45968 -20.88516
C 20.79327 14.53001 -21.57041
O 20.00541 13.67497 -21.23157
O 22.46754 13.51404 -20.09414
O 21.09828 17.59881 -23.52123
H 19.68607 15.63568 -23.18635
H 24.17491 15.58915 -20.64956
C 22.86950 17.97636 -17.00392
S 23.14541 16.43919 -15.98278
O 22.68058 15.22619 -16.79638
C 24.94418 16.58306 -16.09503
H 21.85395 18.07338 -17.38776
H 23.57790 17.78872 -17.81081
H 23.06719 18.90668 -16.47144
H 25.39963 15.63144 -15.82103
H 25.31199 17.40990 -15.48745
H 25.27925 16.69311 -17.12640
C 28.60332 15.96509 -16.39012
S 28.11858 14.92235 -17.83038
O 28.52710 13.46156 -17.61820
C 26.23360 14.98887 -17.81103
H 28.19974 16.90192 -16.77427
H 29.65077 16.18261 -16.18124
H 27.99950 15.69908 -15.52252
H 25.98457 16.04541 -17.91001
H 25.89284 14.53057 -16.88261
H 25.92506 14.41579 -18.68538
C 26.22192 21.27097 -16.42469
S 24.96171 19.92059 -16.42738
O 23.62809 20.48913 -17.03957
C 25.73298 18.88522 -17.74172
H 26.56480 21.35317 -17.45609
H 27.12712 21.00573 -15.87845
H 25.76392 22.19746 -16.07835
H 25.29674 18.94984 -18.73852
H 25.73055 17.81437 -17.53834
H 26.73181 19.29693 -17.88641
O 30.01316 17.60677 -21.13857
C 28.85903 17.73286 -20.59804
O 27.74344 18.20404 -21.04996
C 26.71394 18.24134 -20.07365
C 27.19463 17.05349 -19.21341
C 28.71237 17.11856 -19.18786
H 25.64135 18.23529 -20.26760
H 26.92027 19.18755 -19.57342
H 26.81857 16.10864 -19.60576
H 26.79938 17.08393 -18.19805
H 29.16138 16.12802 -19.11496
H 29.10966 17.73153 -18.37883

=====

Molecular formula: C22H32BeHfO16
Method: DFT, ωB97M-V with the def2-TZVPD basis set

Values from the calculation:
molecular weight: 739.98 Da
E_HOMO: -17.2 eV
total charge: +4
max |F|: 0.0981 hartree/bohr
gap between HOMO and LUMO: 1.49 eV

Atoms and positions in Å:
Hf -5.19199 1.07554 -1.06588
Be 2.60423 -4.36109 -2.31305
O 0.32319 -1.03150 -0.38978
C -0.90711 -0.58349 -0.59416
O -1.18164 0.57628 -0.23762
O -1.87339 -1.18810 -1.03498
H 0.79307 -0.34978 0.09608
O -9.73748 -2.76047 -0.82571
C -8.71874 -1.90136 -0.79277
O -7.58109 -2.10329 -1.19345
O -8.73790 -0.83608 -0.20394
H -10.28035 -2.18796 -0.27879
O -4.64816 -1.07699 3.52315
C -4.27883 -1.53448 4.60804
O -3.58215 -2.66437 4.67063
C -3.03267 -2.95970 6.01117
C -3.84990 -2.14964 6.98543
C -4.55324 -1.01560 6.12313
H -2.02851 -2.53617 6.03086
H -2.94983 -4.03319 6.18104
H -3.22900 -1.77626 7.79979
H -4.63565 -2.69982 7.50313
H -3.95420 -0.11924 6.28369
H -5.61456 -0.86759 6.32270
O -1.90509 -6.94733 -2.46355
C -3.04476 -7.46529 -2.27988
O -3.73195 -8.21734 -3.16106
C -4.87837 -8.79275 -2.55784
C -4.90811 -8.38438 -1.09566
C -3.91920 -7.19708 -1.10177
H -5.01006 -9.87270 -2.62474
H -5.81329 -8.42821 -2.98342
H -4.71199 -9.23907 -0.44825
H -5.91939 -8.12853 -0.77951
H -3.32950 -7.14156 -0.18674
H -4.35112 -6.21396 -1.28892
O 4.23158 3.42363 2.41066
C 5.15944 2.69846 2.58221
O 5.06024 1.35448 2.65541
C 6.33939 0.63010 2.63346
C 7.26190 1.78533 2.38384
C 6.58850 3.15561 2.70293
H 6.41887 -0.28537 2.04718
H 6.70601 0.28188 3.59909
H 7.77310 1.64886 1.43088
H 8.09971 1.68216 3.07343
H 6.76551 4.00852 2.04772
H 6.80355 3.53888 3.70041
O -2.53921 5.12451 -2.53399
C -1.75371 6.00117 -2.70974
O -2.22283 7.26677 -3.02322
C -1.15010 8.20949 -3.06273
C 0.15625 7.43064 -2.62468
C -0.26229 5.92895 -2.70943
H -1.24222 9.07956 -2.41266
H -1.16073 8.55754 -4.09562
H 0.34294 7.62288 -1.56813
H 1.02272 7.86437 -3.12387
H 0.10170 5.27628 -1.91594
H 0.08974 5.56063 -3.67303
O 5.22025 0.03391 -2.64811
C 5.83493 1.12034 -2.92686
O 5.25078 2.32154 -2.82018
C 6.04487 3.41076 -2.98891
C 7.17035 2.77403 -3.87573
C 7.27349 1.34448 -3.48067
H 6.55257 3.85578 -2.13317
H 5.62259 4.23809 -3.55927
H 8.16558 3.15674 -3.64955
H 7.00574 2.95343 -4.93819
H 8.01154 1.27042 -2.68199
H 7.62600 0.78773 -4.34894

=====

Molecular formula: C22H32BrN3O5S2
Method: DFT, ωB97M-V with the def2-TZVPD basis set

Values from the calculation:
molecular weight: 562.55 Da
E_HOMO: -8.4 eV
ΔE to the lowest compared entry with this formula, charge and spin: 1391.8 kJ/mol
max |F|: 0.1491 hartree/bohr
SMILES string: CCN(CCc1cnc2ccc(Br)cc2n1)C(C)=O.O=S1(=O)CCCC1.O=S1(=O)CCCC1
gap between HOMO and LUMO: 7.18 eV

Atoms and positions in Å:
C 1.59461 -3.86539 3.87428
C 2.30630 -2.76914 2.88537
N 2.40615 -1.36719 3.43962
C 1.06857 -0.78969 3.84355
C 0.05102 -0.48020 2.57276
C -1.52594 -0.85185 2.88177
C -2.51187 -1.12533 1.61614
N -3.97931 -1.44789 1.67325
C -4.39352 -1.52918 3.11502
C -5.99393 -1.90048 3.40759
C -6.61999 -2.06721 4.93338
C -5.64078 -1.84057 6.23022
Br -6.28999 -2.03186 8.12944
C -4.07434 -1.42881 5.94889
C -3.44843 -1.28007 4.41426
N -1.99603 -0.91102 4.30754
C 3.46404 -1.22170 4.50847
C 4.33119 0.20268 4.53398
O 3.77367 -2.10627 5.45891
H 1.29974 -3.45099 4.93867
H 0.68990 -4.43157 3.35652
H 2.41742 -4.70469 4.08372
H 3.38029 -3.13298 2.59001
H 1.64165 -2.73695 1.89427
H 0.56534 -1.41065 4.70972
H 1.30145 0.27985 4.31978
H 0.43712 -0.95354 1.54750
H 0.06935 0.69711 2.37936
H -2.02236 -1.06331 0.53001
H -6.72556 -2.06892 2.49315
H -7.76628 -2.33518 5.09662
H -3.33800 -1.24098 6.85988
H 4.49280 0.53986 3.41994
H 5.35857 0.07696 5.11934
H 3.66548 0.99320 5.10230
O 1.13948 -0.08175 0.10155
S 0.88226 1.26132 -0.37398
O 1.33602 2.43743 0.34110
C 1.42548 1.37436 -2.06742
C 0.21326 0.94451 -2.88014
C -0.98746 1.62494 -2.22449
C -0.86420 1.41854 -0.71576
H 2.29625 0.73544 -2.22404
H 1.68329 2.41872 -2.26712
H 0.31473 1.22555 -3.93245
H 0.09413 -0.14440 -2.82980
H -0.96842 2.69752 -2.45286
H -1.93436 1.22602 -2.60150
H -1.26821 2.26798 -0.15921
H -1.35643 0.49580 -0.39650
O 2.33948 0.84825 -5.68845
S 2.08226 2.19132 -6.16398
O 2.53602 3.36743 -5.44890
C 2.62548 2.30436 -7.85742
C 1.41326 1.87451 -8.67014
C 0.21254 2.55494 -8.01449
C 0.33580 2.34854 -6.50576
H 3.49625 1.66544 -8.01404
H 2.88329 3.34872 -8.05712
H 1.51473 2.15555 -9.72245
H 1.29413 0.78560 -8.61980
H 0.23158 3.62752 -8.24286
H -0.73436 2.15602 -8.39150
H -0.06821 3.19798 -5.94920
H -0.15643 1.42580 -6.18650